Entry 1:
{
  "formula": "C2H3IO",
  "method": "ωB97M-V with the def2-TZVPD basis set",
  "symbols": ["I", "O", "C", "C", "H", "H", "H"],
  "xyz": [[2.79511, -0.74886, -0.03099], [1.16347, 1.71830, 0.14659], [1.17742, 0.55257, 0.05291], [-1.08166, -0.39484, -0.01189], [-1.20559, -0.91013, -0.88707], [-1.45180, 0.56568, -0.18648], [-1.39695, -0.78271, 0.91692]],
  "homo_lumo_gap_ev": [7.96, 7.93],
  "homo_ev": [-8.901, -8.498],
  "e_lumo_ev": [-0.94, -0.56],
  "relative_energy_kj_mol": 290.3,
  "total_energy_ev": -12267.3881
}

=====

Entry 2:
{
  "formula": "C5H4FN2",
  "method": "ωB97M-V with the def2-TZVPD basis set",
  "symbols": ["F", "N", "N", "C", "C", "C", "C", "C", "H", "H", "H", "H"],
  "xyz": [[3.10983, 1.08950, -0.58562], [-1.28404, -1.49442, 0.17913], [-0.02521, 0.29956, 0.53209], [0.99300, 0.99713, 0.38667], [-0.42642, -0.70909, -0.38439], [0.27990, -0.63093, -1.57755], [1.80037, 1.11743, -0.91715], [1.21970, 0.13085, -1.80757], [1.70329, 2.15575, -1.51879], [-1.59465, -1.42309, 1.13410], [-1.50646, -2.26685, -0.41780], [1.49060, 1.66262, 0.99481]],
  "homo_lumo_gap_ev": 9.43,
  "smiles": "[NH2+]=C1C#C[C@H](F)C=N1",
  "homo_ev": -15.801,
  "e_lumo_ev": -6.37,
  "charge": 1,
  "relative_energy_kj_mol": 0.0,
  "total_energy_ev": -10935.3647
}

=====

Entry 3:
{
  "formula": "C3H12NO3S",
  "method": "ωB97M-V with the def2-TZVPD basis set",
  "symbols": ["S", "O", "O", "O", "N", "C", "C", "C", "H", "H", "H", "H", "H", "H", "H", "H", "H", "H", "H", "H"],
  "xyz": [[1.58846, -1.24443, 2.81222], [0.28200, 1.44591, -1.48404], [-1.87360, 0.42109, -1.76045], [-3.04706, 1.38566, 0.39664], [-0.20410, -1.12971, -0.11954], [0.68219, -0.08858, 0.37288], [1.27207, 0.75352, -0.75655], [1.86682, -0.81897, 1.03569], [-3.16305, 1.12952, -0.53573], [-2.38748, 0.71030, 0.65365], [1.92547, 1.51409, -0.29485], [0.28187, 0.63303, 1.08676], [-0.57560, -1.65421, 0.66432], [2.83690, -0.31742, 1.06026], [1.87318, 0.15071, -1.45737], [-2.11525, 0.35251, -2.69470], [2.10121, -1.73964, 0.50773], [-1.01701, -0.74684, -0.61168], [0.30214, -1.60530, 2.72947], [-0.62917, 0.84877, -1.60471]],
  "homo_lumo_gap_ev": 7.69,
  "homo_ev": -4.675,
  "e_lumo_ev": 3.02,
  "charge": -1,
  "relative_energy_kj_mol": 30.7,
  "total_energy_ev": -21774.2298
}

=====

Entry 4:
{
  "formula": "C3H4IN",
  "method": "ωB97M-V with the def2-TZVPD basis set",
  "symbols": ["I", "N", "C", "C", "C", "H", "H", "H", "H"],
  "xyz": [[0.02707, 2.97283, 0.25205], [-2.96109, 1.15543, -1.06047], [-0.16123, -0.33301, 0.44088], [-1.87307, 1.05618, -0.77070], [-0.51837, 0.87574, -0.45319], [0.16081, 1.00642, -1.98794], [0.56008, -1.08805, 0.14457], [0.17262, 0.00006, 1.37637], [-1.07983, -0.87542, 0.70728]],
  "homo_lumo_gap_ev": [6.49, 6.38],
  "multiplicity": 3,
  "homo_ev": [-6.736, -10.200],
  "s2": 2.006,
  "e_lumo_ev": [-0.24, -3.82],
  "relative_energy_kj_mol": 173.2,
  "total_energy_ev": -12760.0472
}

=====

Entry 5:
{
  "formula": "C43H39Cl45N2O3S",
  "method": "ωB97M-V with the def2-TZVPD basis set",
  "symbols": ["Cl", "Cl", "Cl", "Cl", "Cl", "Cl", "Cl", "Cl", "Cl", "Cl", "Cl", "Cl", "Cl", "Cl", "Cl", "Cl", "Cl", "Cl", "Cl", "Cl", "Cl", "Cl", "Cl", "Cl", "Cl", "Cl", "Cl", "Cl", "Cl", "Cl", "Cl", "Cl", "Cl", "Cl", "Cl", "Cl", "Cl", "Cl", "Cl", "Cl", "Cl", "Cl", "Cl", "Cl", "Cl", "S", "O", "O", "O", "N", "N", "C", "C", "C", "C", "C", "C", "C", "C", "C", "C", "C", "C", "C", "C", "C", "C", "C", "C", "C", "C", "C", "C", "C", "C", "C", "C", "C", "C", "C", "C", "C", "C", "C", "C", "C", "C", "C", "C", "C", "C", "C", "C", "C", "H", "H", "H", "H", "H", "H", "H", "H", "H", "H", "H", "H", "H", "H", "H", "H", "H", "H", "H", "H", "H", "H", "H", "H", "H", "H", "H", "H", "H", "H", "H", "H", "H", "H", "H", "H", "H", "H", "H"],
  "xyz": [[4.51572, 4.60513, -5.30086], [-14.58203, -0.05817, -1.36292], [6.48972, 3.62873, -7.16899], [-13.07209, -1.98123, -6.93307], [10.82179, 2.05657, -3.44331], [10.70349, 2.87493, -0.67541], [5.54816, -3.13611, -2.94211], [6.93823, 3.37216, -4.32643], [7.04583, 5.97279, -5.57445], [-16.64951, -1.30276, -2.95205], [-13.51353, -4.70183, -6.07757], [-4.55902, 3.31254, -2.16156], [-15.36642, -2.62318, -5.30628], [8.28870, 2.10691, -2.05573], [9.64280, 4.59048, -2.73098], [-11.33166, -0.17298, 1.10834], [-16.66149, 1.55892, -2.53789], [7.28986, -5.41470, -3.36024], [-17.02107, -6.57061, -1.61261], [5.06643, -2.58937, -9.50227], [-11.54828, 0.50323, -1.68631], [-15.36035, 3.90052, -4.32213], [-0.92852, -5.78922, -4.28673], [-11.72574, 2.57510, 0.31096], [-15.72352, -4.12846, -2.44546], [-0.67893, -3.09425, -5.29715], [1.45824, -4.98847, -5.70514], [5.88237, -4.20234, -5.58128], [-14.55672, -5.74302, -0.35499], [2.88891, -0.72379, -9.14611], [-14.63121, 0.38405, -4.20619], [-5.71319, 0.96071, -3.37283], [0.82430, 2.93175, -1.26614], [0.94324, -3.95527, -3.06620], [-3.82111, 0.68184, -1.21336], [2.64003, -3.43824, -8.17574], [-6.46702, 1.71933, -0.69196], [8.06900, -2.79916, -4.31617], [4.40772, -1.61870, -6.85859], [-9.19458, 1.27333, -0.19960], [-16.95397, 6.09858, -3.34536], [-14.14743, 5.94197, -2.68343], [-14.96144, 6.55785, -5.38470], [-15.25067, -3.51322, -8.05280], [-14.54002, -6.69401, -3.07893], [3.34625, 0.18365, 4.13964], [1.52052, 1.44730, 6.03542], [0.96141, -1.61161, 5.64210], [4.25809, -0.59988, -2.94482], [6.24619, 0.95404, 3.96490], [2.14430, 0.18676, 1.42047], [1.76367, 0.89851, 3.74506], [-0.27031, 2.93334, 0.17823], [9.86370, 2.91251, -2.23135], [4.74617, -3.47906, 0.48550], [7.40528, 0.06936, 4.17695], [3.49456, -3.98411, 0.75676], [0.12842, 1.42208, 2.12962], [4.94214, -2.39700, -0.34481], [7.73058, 1.42935, 1.35758], [8.37168, 1.67651, 5.94989], [-0.20329, 2.03796, 4.43848], [-15.35527, 5.62438, -3.93530], [-0.61673, 2.01039, 3.12977], [8.62887, 0.92578, 4.60941], [-0.44973, 1.47125, 0.71839], [4.26183, 0.56209, 2.64807], [3.75444, -2.08807, -8.42559], [0.45187, -2.89249, 5.94044], [5.54130, 1.03797, 0.30941], [0.84600, 0.47500, 6.84625], [6.24647, 4.39327, -5.59310], [5.61874, 0.87797, 2.70587], [6.70073, -3.89052, -4.04780], [-15.45919, -5.78362, -1.87536], [-1.60785, 3.64625, -0.12108], [1.46815, -0.91798, 6.77657], [6.25034, 1.10098, 1.48396], [3.48933, 0.73637, -1.07623], [-10.94934, 1.04482, -0.11740], [3.54574, 0.50791, 1.47273], [2.38151, -3.39743, 0.20735], [1.01174, 1.47651, 4.74809], [0.19652, -4.45780, -4.58947], [3.88665, -0.56131, -1.78702], [4.19163, 0.75986, 0.27446], [-15.62908, 0.14580, -2.76661], [-0.50845, -3.34092, 4.83793], [3.78526, -1.82131, -0.88996], [-14.30263, -3.20761, -6.59135], [2.52198, -2.30485, -0.62641], [1.35599, 0.83043, 2.42429], [7.72992, 3.06350, 5.76957], [-5.13856, 1.66935, -1.86090], [5.57504, 0.88765, 4.71730], [2.56316, -0.81603, 6.72544], [-2.45701, 2.96359, -0.02657], [8.21211, 3.67418, 4.99898], [6.65711, 3.01441, 5.56559], [0.93208, 0.82904, 7.88210], [0.19222, 0.83743, 0.10167], [-1.56851, 2.48146, 2.88946], [5.61468, -3.93580, 0.95582], [7.71005, 1.05554, 6.56907], [7.99957, 2.42363, 1.72909], [0.25120, 3.52855, 0.92929], [7.62638, -0.55609, 3.31080], [1.24799, -1.48318, 7.69280], [1.67450, -1.78122, -1.06458], [3.35849, -4.84413, 1.40592], [-1.49430, 1.15769, 0.68854], [-0.78282, 2.47779, 5.24584], [1.99115, -0.81952, 1.40657], [-0.21744, 0.41648, 6.58543], [8.34820, 0.68391, 1.86470], [1.37862, -3.76042, 0.42321], [3.77727, 1.62013, -1.65001], [6.06606, 1.24254, -0.62158], [9.34668, 1.83167, 6.42378], [-1.60247, 4.00685, -1.15428], [-0.00364, -3.43217, 3.86997], [7.21559, -0.59164, 5.03782], [-0.94638, -4.31343, 5.08330], [1.28323, -3.61814, 5.98096], [7.82004, 3.61473, 6.71751], [2.41632, 0.70734, -0.87065], [-0.10067, -2.94549, 6.89055], [-1.30180, -2.59215, 4.72517], [9.54444, 0.32428, 4.65043], [8.72927, 1.71170, 3.85224], [-1.78300, 4.49134, 0.55199], [8.00339, 1.34196, 0.29887], [5.92064, -1.97846, -0.53840]],
  "homo_lumo_gap_ev": 7.68,
  "smiles": "CCCCNc1c(C)cc(CC(=O)c2ccccc2)c2c1Sc1c(OCCOCC)ccc(C[C@H](C)Cl)c1N2.ClC(Cl)(Cl)Cl.ClC(Cl)(Cl)Cl.ClC(Cl)(Cl)Cl.ClC(Cl)(Cl)Cl.ClC(Cl)(Cl)Cl.ClC(Cl)(Cl)Cl.ClC(Cl)(Cl)Cl.ClC(Cl)(Cl)Cl.ClC(Cl)(Cl)Cl.ClC(Cl)(Cl)Cl.ClC(Cl)(Cl)Cl",
  "homo_ev": -7.763,
  "e_lumo_ev": -0.08,
  "total_energy_ev": -628686.0191
}